Run a
{"formula": "C2H2ClNO", "method": "the ωB97M-V functional and the def2-TZVPD basis", "elements": ["C", "C", "N", "O", "Cl", "H", "H"], "positions_angstrom": [[0.23, -1.36, -0.11], [-0.26, -0.17, 0.09], [0.50, 0.94, 0.00], [1.73, 0.84, -0.07], [-2.05, 0.28, -0.04], [-0.27, -2.34, 0.18], [0.12, 1.82, -0.05]], "lowdin_charge": [0.14, -0.72, -0.18, 0.01, 0.56, 0.07, 0.11], "charge": 0, "homo_lumo_gap_ev": [7.187, 9.157], "homo_energy_ha": [-0.324, -0.372]}

Run b
{"formula": "C2H2ClNO", "method": "the ωB97M-V functional and the def2-TZVPD basis", "elements": ["C", "C", "N", "O", "Cl", "H", "H"], "positions_angstrom": [[-0.25, 1.72, 0.14], [-0.62, 0.48, 0.72], [0.05, 0.53, -0.50], [-0.17, 2.85, 0.07], [-2.74, -0.28, -0.32], [-0.43, -0.32, 1.42], [0.70, 0.02, -1.00]], "lowdin_charge": [-0.50, -0.06, 0.17, 0.22, -0.08, 0.11, 0.13], "charge": 0, "homo_lumo_gap_ev": [8.374, 8.375], "homo_energy_ha": [-0.358, -0.358]}

It is run b that is the most stable of them.

Run a
{"formula": "H3NO4P", "method": "the ωB97M-V functional and the def2-TZVPD basis", "elements": ["N", "O", "O", "O", "O", "P", "H", "H", "H"], "positions_angstrom": [[-1.64, -1.13, -0.05], [0.03, 0.51, -1.31], [-0.31, -0.97, 0.72], [2.27, 0.64, 0.29], [-1.29, 1.49, 0.65], [-0.82, 0.35, -0.14], [-1.53, -1.99, -0.58], [1.57, 0.70, -0.52], [1.72, 0.40, 0.95]], "lowdin_charge": [-0.11, -0.34, -0.29, -0.12, -0.33, 0.18, 0.04, 0.06, -0.08], "charge": -1, "homo_lumo_gap_ev": 9.327, "homo_energy_ha": -0.185}

Run b
{"formula": "H3NO4P", "method": "the ωB97M-V functional and the def2-TZVPD basis", "elements": ["N", "O", "O", "O", "O", "P", "H", "H", "H"], "positions_angstrom": [[-1.70, 0.32, -0.25], [0.61, -1.46, -0.32], [0.90, -0.08, 1.83], [1.34, 1.07, -0.42], [2.56, 0.33, -0.31], [1.20, -0.33, 0.42], [-0.88, 0.15, 0.34], [-2.55, -0.31, -0.09], [-1.48, 0.30, -1.19]], "lowdin_charge": [0.01, -0.34, -0.32, -0.25, -0.24, 0.20, -0.06, 0.05, -0.04], "charge": -1, "homo_lumo_gap_ev": 9.405, "homo_energy_ha": -0.186}

It is run a that is the most stable of them.